<a>
# C5H9N3O

A molecular structure, C5H9N3O (the ωB97M-V functional and the def2-TZVPD basis, the Open Molecules 2025 dataset).

The geometry in XYZ format:
```
18
C5H9N3O, DFT the ωB97M-V functional and the def2-TZVPD basis
C 1.791 -1.782 0.062
C 0.036 -0.308 0.250
C 1.714 0.371 -0.343
C -2.013 1.054 0.599
C -1.289 0.087 -0.345
N 2.534 -0.693 -0.150
N 0.521 -1.583 0.375
N 2.073 1.680 -0.409
O -2.088 -0.995 -0.793
H 2.209 -2.763 0.276
H -3.012 1.098 0.287
H -1.631 2.180 0.632
H -1.893 0.788 1.649
H -1.009 0.692 -1.141
H 0.018 -2.443 0.315
H 1.416 2.276 -0.825
H 3.123 1.773 -0.508
H -2.499 -1.431 0.069
```

## Properties
Net charge: 0
Multiplicity: 1



<b>
# C5H9N3O

A molecular structure, C5H9N3O (the ωB97M-V functional and the def2-TZVPD basis, the Open Molecules 2025 dataset).

The geometry in XYZ format:
```
18
C5H9N3O, DFT the ωB97M-V functional and the def2-TZVPD basis
C 1.890 -0.737 -1.381
C 1.286 -1.402 -0.426
C 0.742 -0.811 0.832
C -0.796 -1.193 0.911
C -0.272 1.250 0.043
H 2.168 -1.459 -2.221
H 2.600 0.215 -1.214
H 0.996 -2.421 -0.541
H 1.280 -0.928 1.885
H -0.864 -2.239 0.937
H -1.224 -0.665 1.903
H -2.334 -1.177 -0.404
H -2.126 0.853 -0.935
H -1.571 2.913 0.246
N -1.422 -0.735 -0.268
N -1.525 0.661 -0.182
N -0.309 2.539 -0.104
O 0.846 0.627 0.544
```

## Properties
Net charge: 0
Multiplicity: 1



The least stable of them is <b>.



<a>
# C5H9N3O

C5H9N3O in the gas phase (the ωB97M-V functional and the def2-TZVPD basis, the Open Molecules 2025 dataset).

The geometry in XYZ format:
```
18
C5H9N3O, DFT the ωB97M-V functional and the def2-TZVPD basis
C -2.462 -0.249 0.230
C 0.020 0.627 -0.071
C 0.602 -0.605 -0.149
C -1.464 0.874 0.169
N 0.751 1.818 -0.248
N -0.065 -1.803 0.015
C 2.786 -0.230 0.358
N 1.936 -0.720 -0.484
O -1.853 2.050 0.229
H 1.431 1.707 -0.996
H 0.103 2.595 -0.407
H 0.655 -2.526 0.018
H -0.616 -1.987 -0.821
H -2.267 -0.902 1.082
H -2.469 -0.800 -0.714
H -3.463 0.176 0.361
H 2.515 0.276 1.301
H 3.861 -0.299 0.128
```

## Properties
Net charge: 0
Structure (SMILES): C=N/C(N)=C(\N)C(C)=O
Multiplicity: 1



<b>
# C5H9N3O

2 unconnected molecules or ions with the total composition C5H9N3O (the ωB97M-V functional and the def2-TZVPD basis, the Open Molecules 2025 dataset).

The geometry in XYZ format:
```
18
C5H9N3O, DFT the ωB97M-V functional and the def2-TZVPD basis
C 3.157 0.002 -0.043
C 2.135 0.093 0.829
C -0.431 0.872 1.768
C -1.231 0.369 -1.892
C -0.342 0.267 0.331
N 2.707 0.072 -1.342
N 1.448 0.158 -1.301
N 1.075 0.205 -0.027
O -1.132 0.876 -0.543
H 4.218 -0.109 0.187
H 2.173 0.078 1.977
H 0.095 1.839 1.521
H -1.469 1.006 2.128
H 0.127 0.267 2.498
H -1.606 -0.643 -1.971
H -0.372 0.528 -2.490
H -2.064 0.968 -2.321
H -0.820 -1.257 0.268
```

## Properties
Net charge: 0
Multiplicity: 1



The least stable of them is <b>.



<a>
# C5H9N3O

2 unconnected molecules or ions with the total composition C5H9N3O (the ωB97M-V functional and the def2-TZVPD basis, the Open Molecules 2025 dataset).

The geometry in XYZ format:
```
18
C5H9N3O, DFT the ωB97M-V functional and the def2-TZVPD basis
C -2.549 -0.771 0.924
N -1.308 -1.572 0.918
C 0.416 0.584 -1.291
N 1.217 -0.400 -1.767
O -0.776 0.621 -1.571
H -1.078 -1.863 -0.039
H 2.215 -0.426 -1.624
H 0.809 -1.063 -2.411
H -2.855 -0.531 1.946
H -2.402 0.157 0.367
H -3.346 -1.343 0.440
C 1.031 1.615 -0.422
C 2.291 1.634 0.033
C -0.278 -1.300 1.730
N 0.626 -1.058 2.408
H 0.345 2.407 -0.135
H 3.021 0.866 -0.187
H 2.619 2.442 0.680
```

## Properties
Net charge: 0
Structure (SMILES): C=CC(N)=O.CNC#N
Multiplicity: 1



<b>
# C5H9N3O

C5H9N3O in the gas phase (the ωB97M-V functional and the def2-TZVPD basis, the Open Molecules 2025 dataset).

The geometry in XYZ format:
```
18
C5H9N3O, DFT the ωB97M-V functional and the def2-TZVPD basis
N -0.231 -0.146 -0.294
C 0.603 0.413 0.672
C -0.196 0.168 -1.729
N -1.065 -1.243 0.035
C 0.287 0.227 2.205
C 0.662 0.931 -2.420
C -0.183 -0.850 2.838
O -1.260 -0.395 -2.433
N 1.484 1.343 0.432
H -1.332 0.060 -3.289
H -1.966 -1.055 -0.411
H -0.712 -2.051 -0.482
H 1.920 1.690 1.287
H 0.624 1.062 2.812
H 1.555 1.356 -1.978
H 0.573 1.097 -3.487
H -0.479 -1.756 2.324
H -0.282 -0.850 3.919
```

## Properties
Net charge: 0
Structure (SMILES): [H]/N=C(\C=C)N(N)C(=C)O
Multiplicity: 1



<c>
# C5H9N3O

C5H9N3O in the gas phase (the ωB97M-V functional and the def2-TZVPD basis, the Open Molecules 2025 dataset).

The geometry in XYZ format:
```
18
C5H9N3O, DFT the ωB97M-V functional and the def2-TZVPD basis
C 1.353 -1.132 0.443
C 1.078 -2.502 0.524
C 0.105 -0.553 0.397
C -2.243 -1.446 0.431
C 1.282 2.236 -0.930
N -0.221 -2.732 0.525
N -0.812 -1.541 0.428
N -0.262 0.923 0.214
O 0.145 1.410 -1.057
H 2.305 -0.647 0.425
H 1.772 -3.317 0.571
H -2.578 -0.642 -0.227
H -2.639 -2.392 0.062
H -2.624 -1.272 1.441
H 1.146 2.961 -0.122
H 1.370 2.754 -1.884
H 2.183 1.648 -0.742
H -1.277 0.994 0.230
```

## Properties
Net charge: 0
Structure (SMILES): CONc1ccnn1C
Multiplicity: 1



<d>
# C5H9N3O

C5H9N3O in the gas phase (the ωB97M-V functional and the def2-TZVPD basis, the Open Molecules 2025 dataset).

The geometry in XYZ format:
```
18
C5H9N3O, DFT the ωB97M-V functional and the def2-TZVPD basis
C -0.640 -1.323 0.032
C -2.241 0.250 0.019
C 0.289 -2.400 0.130
C 1.254 1.233 -0.953
C 1.105 1.132 0.539
N -1.828 -1.109 -0.119
N -1.327 0.999 0.636
N -0.135 0.411 0.945
O -3.259 0.620 -0.517
H 1.175 -2.100 0.863
H 0.707 -2.544 -0.909
H -0.177 -3.299 0.473
H 0.285 1.330 -1.458
H 1.783 2.122 -1.248
H 1.690 0.251 -1.271
H 1.847 0.468 0.913
H 1.014 2.024 1.114
H -1.544 1.936 0.811
```

## Properties
Net charge: 0
Multiplicity: 1



The least stable of them is <d>.